# C10H14N4O5

C10H14N4O5 in the gas phase in a non-equilibrium geometry (ωB97M-V/def2-TZVPD, the OMol25 dataset).

The geometry in ORCA input format:
```
! wB97M-V def2-TZVPD RIJCOSX def2/J DEFGRID3
* xyz 0 1
N 1.251 -2.022 -1.344
C 1.162 -1.983 0.112
C 2.347 -1.203 0.704
C 2.519 0.177 0.121
C 3.592 0.654 -0.573
N 3.291 1.955 -0.894
C 2.059 2.209 -0.404
N 1.556 1.164 0.212
C -0.136 -1.456 0.733
O -0.290 -1.453 1.952
N -1.084 -0.965 -0.125
C -2.390 -0.592 0.385
C -2.329 0.666 1.264
C -2.114 1.939 0.471
O -3.071 2.544 0.010
O -0.880 2.342 0.246
C -3.353 -0.558 -0.816
O -3.201 -1.358 -1.722
O -4.372 0.290 -0.792
H 1.185 -1.104 -1.727
H 0.549 -2.653 -1.736
H 1.282 -2.989 0.477
H 2.201 -1.159 1.771
H 3.255 -1.754 0.514
H 4.511 0.185 -0.852
H 3.882 2.589 -1.417
H 1.530 3.166 -0.519
H -1.038 -1.229 -1.095
H -2.779 -1.412 1.002
H -3.256 0.746 1.831
H -1.537 0.480 1.993
H -0.171 1.666 0.536
H -4.169 1.117 -0.316
*
```

ΔE to the lowest compared entry with this formula, charge and spin ... 22.27 kJ/mol
SMILES ... N[C@@H](Cc1c[nH]cn1)C(=O)N[C@@H](CC(=O)O)C(=O)O
Gap between HOMO and LUMO ... 9.795 eV
HOMO energy ... -9.38 eV

# C10H14NO3

A 2-piece molecular cluster, C10H14NO3 overall in a non-equilibrium geometry (ωB97M-V/def2-TZVPD, the OMol25 dataset).

The geometry in ORCA input format:
```
! wB97M-V def2-TZVPD RIJCOSX def2/J DEFGRID3
* xyz 0 2
N 0.391 4.891 -0.466
O -0.176 5.959 -0.821
O 0.414 3.863 -1.217
O 0.965 4.831 0.674
H 1.308 1.934 -0.534
C 1.689 0.924 -0.226
C 2.394 1.009 1.127
C 0.591 -0.101 -0.262
C 0.846 -1.485 -0.492
C -0.192 -2.447 -0.413
C -1.484 -2.017 -0.087
C -1.760 -0.659 0.158
C -0.707 0.266 0.061
C -3.159 -0.222 0.513
C 0.099 -3.916 -0.674
H 2.455 0.564 -0.907
H 3.236 1.712 1.114
H 1.692 1.340 1.902
H 2.806 0.039 1.444
H 1.843 -1.856 -0.712
H -2.306 -2.736 -0.022
H -0.888 1.332 0.264
H -3.138 0.860 0.687
H -3.881 -0.444 -0.285
H -3.550 -0.724 1.410
H -0.838 -4.486 -0.589
H 0.521 -4.088 -1.676
H 0.830 -4.346 0.028
*
```

Expectation value of S² ... 0.758
Gap between HOMO and LUMO (spin up / spin down) ... 7.616 / 3.779 eV
HOMO energy (spin up / spin down) ... -8.65 / -8.65 eV

# C10H14O

C10H14O as an isolated structure in a non-equilibrium geometry (ωB97M-V/def2-TZVPD, the OMol25 dataset).

The geometry in ORCA input format:
```
! wB97M-V def2-TZVPD RIJCOSX def2/J DEFGRID3
* xyz 0 1
C -2.073 -0.107 -0.212
C -2.002 1.404 -0.131
C 0.064 1.239 -1.480
C -0.522 1.768 -0.171
C -0.826 -0.830 -0.232
C 0.412 -0.056 -0.723
C 0.245 0.662 0.517
C -0.914 -2.189 0.264
C 1.715 -0.825 -1.230
C 0.436 0.664 2.003
O -3.176 -0.699 -0.171
H -2.586 1.806 -0.895
H -2.313 1.675 0.815
H -0.726 1.049 -2.292
H 0.900 1.710 -1.805
H -0.308 2.794 0.227
H -1.434 -2.917 -0.331
H -1.422 -2.179 1.220
H 0.201 -2.425 0.428
H 2.421 -1.037 -0.510
H 2.149 -0.239 -2.012
H 1.446 -1.819 -1.626
H 0.292 1.718 2.300
H 1.529 0.353 2.244
H -0.226 -0.161 2.387
*
```

ΔE to the lowest compared entry with this formula, charge and spin ... 367.30 kJ/mol
Gap between HOMO and LUMO ... 8.574 eV
HOMO energy ... -7.85 eV

# C10H14O12Zn

C10H14O12Zn as an isolated structure in a non-equilibrium geometry (ωB97M-V/def2-TZVPD, the OMol25 dataset).

The geometry in ORCA input format:
```
! wB97M-V def2-TZVPD RIJCOSX def2/J DEFGRID3
* xyz 0 1
Zn 19.732 22.951 -0.865
O 17.147 22.418 -3.520
C 18.086 22.301 -2.533
O 17.724 22.681 -1.381
O 19.323 22.142 -2.680
H 16.545 22.949 -2.959
O 19.640 26.580 0.240
C 19.887 25.304 -0.080
O 20.167 24.927 -1.246
O 19.902 24.352 0.754
H 19.855 26.666 1.178
C 18.945 17.263 2.686
C 18.236 18.358 1.895
C 17.344 19.319 2.688
O 17.735 20.604 2.199
C 18.862 20.507 1.426
O 19.325 21.383 0.787
O 19.233 19.220 1.388
H 19.613 17.761 3.398
H 19.587 16.618 2.090
H 18.303 16.660 3.330
H 17.713 17.836 1.089
H 17.683 19.235 3.720
H 16.305 19.177 2.411
C 23.446 17.965 -0.484
C 23.527 19.394 0.045
C 24.561 20.323 -0.591
O 23.718 21.428 -0.914
C 22.476 21.238 -0.535
O 21.638 22.083 -0.716
O 22.295 20.087 0.108
H 24.431 17.494 -0.418
H 23.172 17.881 -1.536
H 22.859 17.336 0.184
H 23.903 19.207 1.057
H 24.981 19.842 -1.481
H 25.460 20.533 -0.014
*
```

Gap between HOMO and LUMO ... 9.005 eV
HOMO energy ... -8.74 eV

# C10H14O2

A 2-piece molecular cluster, C10H14O2 overall in a non-equilibrium geometry (ωB97M-V/def2-TZVPD, the OMol25 dataset).

The geometry in ORCA input format:
```
! wB97M-V def2-TZVPD RIJCOSX def2/J DEFGRID3
* xyz 0 1
C -1.486 0.048 -1.776
C -2.672 0.739 -1.837
C -1.353 1.947 -0.513
C -0.587 0.922 -1.074
C 1.055 -2.063 0.668
C -0.502 -2.080 0.354
C 0.150 -0.929 0.965
C 0.156 -0.380 2.441
C 1.613 1.665 0.000
C 0.755 0.558 -0.681
O -2.548 1.930 -1.140
O 1.484 -0.193 -1.585
H -1.080 -0.890 -2.270
H -3.496 0.602 -2.509
H -1.056 2.657 0.171
H 1.371 -2.659 1.476
H 1.702 -1.995 -0.301
H -0.820 -2.102 -0.596
H -1.046 -2.724 1.088
H 0.953 0.333 2.422
H 0.387 -1.257 3.069
H -0.844 -0.038 2.615
H 1.044 2.350 0.565
H 1.863 2.355 -0.760
H 2.498 1.339 0.549
H 2.458 -0.134 -1.345
*
```

ΔE to the lowest compared entry with this formula, charge and spin ... 528.34 kJ/mol
Gap between HOMO and LUMO ... 7.933 eV
HOMO energy ... -7.18 eV

# C10H14O4

A 2-piece molecular cluster, C10H14O4 overall in a non-equilibrium geometry (ωB97M-V/def2-TZVPD, the OMol25 dataset).

The geometry in ORCA input format:
```
! wB97M-V def2-TZVPD RIJCOSX def2/J DEFGRID3
* xyz 0 1
C -0.565 -2.866 -0.378
C -1.274 -1.040 0.892
C -2.291 -0.602 1.773
C -2.153 0.162 2.870
C -0.940 0.733 3.015
C 0.259 0.290 2.231
C 0.018 -0.370 1.005
C 0.490 -0.155 -1.322
C 1.559 0.662 -2.028
C 1.438 2.071 -1.633
H 0.475 -2.323 -0.347
H -0.518 -3.638 0.423
H -0.539 -3.343 -1.385
H -3.180 -1.253 1.741
H -2.998 0.436 3.580
H -0.766 0.997 4.095
H 1.291 0.717 2.506
H -0.490 0.441 -1.010
H -0.065 -0.855 -2.155
H 2.626 0.349 -1.756
H 2.078 0.106 -3.803
H 1.984 2.687 -2.301
H 0.406 2.478 -1.851
H 0.587 3.303 -0.308
O -1.543 -1.851 -0.198
O 0.977 -0.461 0.047
O 1.461 0.829 -3.456
O 1.673 2.495 -0.246
*
```

ΔE to the lowest compared entry with this formula, charge and spin ... 621.64 kJ/mol
Gap between HOMO and LUMO ... 8.743 eV
HOMO energy ... -8.64 eV

# C10H14SSi

C10H14SSi in the gas phase in a non-equilibrium geometry (ωB97M-V/def2-TZVPD, the OMol25 dataset).

The geometry in ORCA input format:
```
! wB97M-V def2-TZVPD RIJCOSX def2/J DEFGRID3
* xyz 0 1
C -2.092 3.291 0.101
C -1.260 1.995 -0.058
C 0.091 2.039 -0.231
Si 0.901 0.339 0.016
C 1.734 -0.403 -1.540
C 1.908 -0.082 1.559
C -0.767 -0.462 0.208
C -1.432 -1.682 0.209
C -0.655 -3.009 -0.072
C -2.856 -1.598 0.190
S -3.384 0.018 -0.008
C -1.863 0.716 0.033
H -3.146 3.040 -0.031
H -1.719 4.125 -0.580
H -1.922 3.574 1.243
H 0.540 3.049 -0.556
H 1.470 -1.414 -1.482
H 1.284 0.006 -2.361
H 2.818 -0.396 -1.636
H 1.284 0.069 2.478
H 2.357 -1.100 1.356
H 2.655 0.657 1.708
H 0.110 -2.995 0.689
H -1.212 -3.910 0.203
H -0.297 -3.088 -1.095
H -3.638 -2.323 0.172
*
```

ΔE to the lowest compared entry with this formula, charge and spin ... 0.00 kJ/mol
SMILES ... CC1=C[Si](C)(C)c2c(C)csc21
Gap between HOMO and LUMO ... 7.468 eV
HOMO energy ... -7.40 eV

# C10H14SSi

C10H14SSi in the gas phase in a non-equilibrium geometry (ωB97M-V/def2-TZVPD, the OMol25 dataset).

The geometry in ORCA input format:
```
! wB97M-V def2-TZVPD RIJCOSX def2/J DEFGRID3
* xyz 0 1
C 3.323 -0.305 2.985
C 2.081 -0.052 3.642
C 3.248 -0.804 1.718
C 0.884 -0.262 2.972
C 2.058 -1.076 1.069
C 0.842 -0.799 1.634
C -1.253 -0.495 -2.148
C -0.841 -1.507 -1.032
C -0.511 0.790 -1.933
C -2.733 2.325 -2.219
Si -0.762 -0.972 0.800
S -1.252 2.039 -3.112
H 4.214 -0.275 3.637
H 2.280 0.384 4.563
H 4.217 -0.732 1.207
H -0.124 -0.186 3.344
H 2.034 -1.158 -0.035
H -0.909 -0.848 -3.226
H -2.306 -0.350 -2.205
H -1.408 -2.414 -1.015
H 0.161 -1.819 -1.278
H -0.718 0.983 -0.781
H 0.508 0.638 -1.878
H -2.487 2.668 -1.274
H -3.359 2.976 -2.809
H -2.052 -1.021 1.392
*
```

ΔE to the lowest compared entry with this formula, charge and spin ... 344.49 kJ/mol
Gap between HOMO and LUMO (spin up / spin down) ... 7.410 / 6.091 eV
HOMO energy (spin up / spin down) ... -7.85 / -6.30 eV